A single C5H15N3S molecule at a distorted geometry, computed with ωB97M-V/def2-TZVPD.

The HOMO energy is -7.62 eV. Its SMILES is CCS(=NC)(=NC)NC. The total energy comes out at -20727.162 eV. For the lowest unoccupied orbital energy, the calculation gives 0.7 eV. The relative energy (zero: lowest compared OMol25 entry of this formula, charge and spin) is 2.299 eV. The total charge is 0. The value obtained for the HOMO-LUMO gap is 8.270 eV. The value obtained for the largest force on an atom is 5.29 eV Å⁻¹.

```
24
Properties=species:S:1:pos:R:3:forces:R:3
S -0.165865 0.096618 0.007350 -3.5 -1.8 0.1
N -1.994162 0.270074 -0.492083 4.5 0.2 1.1
N 0.518090 1.430660 0.080049 0.4 0.0 -0.6
N 0.343941 -0.535998 1.580016 1.7 1.8 -1.5
C 2.137794 -0.939903 -1.270958 0.1 0.3 1.8
C -2.729760 -0.964915 -0.421252 -1.9 -0.1 0.9
C 0.720616 -1.346919 -1.167816 -0.8 -0.4 5.2
C 0.426084 0.409753 2.679647 2.3 2.5 -2.4
C 0.153663 2.478683 -0.874860 -1.2 -2.6 -0.3
H 2.186883 -0.295439 -2.073231 0.5 1.6 -1.8
H 0.476268 -2.289361 -0.568030 0.6 1.2 -0.8
H 0.665320 2.337934 -1.801791 0.3 -0.1 -0.9
H 0.051364 -1.259809 -1.933105 -1.2 0.1 -2.5
H -3.603022 -0.844951 0.419271 1.8 -0.5 -1.9
H 1.266584 0.339047 3.372205 0.6 -0.6 -0.6
H -0.164338 -1.282735 1.901867 -1.7 -2.5 0.0
H -0.926776 2.483123 -1.031060 0.1 0.3 -0.1
H 2.792242 -1.749397 -1.475964 0.6 -0.9 0.0
H 2.512442 -0.367135 -0.372561 -0.5 -0.8 -0.7
H 0.523879 3.312938 -0.436179 0.7 3.0 1.1
H -2.126714 -1.840722 -0.115992 -0.4 0.1 -0.3
H -0.377258 0.295328 3.286403 -2.9 0.3 1.7
H 0.542042 1.425332 2.145052 -0.5 -1.3 1.4
H -3.229318 -1.162205 -1.436981 0.6 0.0 1.4
```
Forces are in eV/Å.

5 unconnected molecules or ions with the total composition C5H15N5O10 at a distorted geometry, computed with ωB97M-V/def2-TZVPD.

The HOMO energy (alpha / beta) is -13.19 / -13.19 eV. The total energy comes out at -33327.778 eV. For the lowest unoccupied orbital energy (alpha / beta), the calculation gives -7.5 / -10.7 eV. The relative energy (zero: lowest compared OMol25 entry of this formula, charge and spin) is 1.039 eV. The total charge is +1. The value obtained for the HOMO-LUMO gap (alpha / beta) is 5.680 / 2.500 eV. The value obtained for the largest force on an atom is 5.00 eV Å⁻¹. The expectation value of S² is 0.760. Its spin multiplicity is 2.

```
35
Properties=species:S:1:pos:R:3:forces:R:3
O 16.470370 1.359430 14.950870 0.7 0.3 0.6
O 14.233250 7.230730 10.098670 -1.7 -0.3 0.1
O 15.714200 2.875390 13.580450 0.0 -0.7 1.1
O 8.323690 9.088220 8.440020 0.9 -2.5 -2.7
O 12.326600 7.073230 13.749920 -0.2 -0.6 -0.6
O 12.491120 5.948520 10.435730 0.3 0.3 0.2
O 12.203610 8.151780 15.608850 0.7 -0.3 -0.7
O 8.641670 7.618020 6.847220 -0.2 0.1 0.0
O 13.199800 12.122850 10.466190 -0.2 -0.6 0.2
O 12.893460 10.601200 8.990560 -0.5 -0.6 0.6
N 9.059080 8.341180 7.799170 -1.3 2.8 3.9
N 15.620310 1.845530 14.267540 -0.2 0.8 -2.4
N 12.899780 10.988280 10.153430 0.2 1.1 0.1
N 13.638340 6.284910 10.635350 2.1 1.1 -0.9
N 12.791900 7.792760 14.599820 -0.4 1.3 0.7
C 12.549580 10.061990 11.283970 0.0 -1.6 -0.5
C 14.411410 1.025600 14.097980 -1.3 -0.3 1.1
C 14.585870 5.522690 11.482540 -0.7 -0.9 1.0
C 10.475670 8.301680 8.214210 1.1 0.4 -1.1
C 14.149480 8.362860 14.312000 0.8 -1.4 1.2
H 13.362130 10.037880 12.010120 -0.3 0.7 -0.1
H 10.684010 7.693930 9.094740 -0.5 -0.7 -0.3
H 14.697270 7.573250 13.797660 -0.4 0.6 -1.0
H 15.424190 5.195220 10.867650 -0.4 -0.1 -0.1
H 13.552060 1.514750 13.639340 0.7 0.3 -0.5
H 14.072560 9.355980 13.869380 0.1 -0.4 0.1
H 12.503610 9.039470 10.909210 0.2 0.1 -0.5
H 14.084320 0.863000 15.124950 0.1 -0.6 0.0
H 10.696650 9.325200 8.517000 -0.1 0.3 -0.2
H 14.982720 6.178610 12.257370 -0.2 0.1 -0.3
H 14.009140 4.730120 11.959300 0.4 -0.2 -0.2
H 14.708850 8.318050 15.246450 -0.4 0.9 0.3
H 11.550740 10.213120 11.693330 0.3 0.9 0.1
H 14.692330 0.089370 13.615640 0.0 0.2 0.1
H 11.051800 8.087090 7.314140 0.3 -0.4 0.3
```
Forces are in eV/Å.

2 unconnected molecules or ions with the total composition C5H15NO at a distorted geometry, computed with ωB97M-V/def2-TZVPD.

The HOMO energy is -9.08 eV. Its SMILES is CC[C@H](C)NC.O. The total energy comes out at -8964.208 eV. For the lowest unoccupied orbital energy, the calculation gives 0.9 eV. The relative energy (zero: lowest compared OMol25 entry of this formula, charge and spin) is 2.151 eV. The total charge is 0. The value obtained for the HOMO-LUMO gap is 10.020 eV. The value obtained for the largest force on an atom is 4.28 eV Å⁻¹.

```
22
Properties=species:S:1:pos:R:3:forces:R:3
O 2.704335 -1.600799 -1.445420 -1.1 3.4 0.0
N 0.568977 0.325845 -1.033750 -1.3 -2.5 1.9
C 0.560044 1.534811 -1.773893 0.9 -1.3 -4.0
C -1.652211 0.977200 0.049003 -2.0 0.2 0.0
C -0.826375 -1.139422 2.399385 1.6 1.5 -1.7
C -0.187011 -1.035156 0.942984 -1.8 -1.7 -0.5
C -0.252104 0.409127 0.295805 0.7 -1.7 -0.8
H -1.892406 -1.106671 2.440663 -0.7 0.6 0.0
H 3.408966 -1.534247 -0.818544 1.0 -0.6 0.6
H -2.051336 0.654752 -0.936356 0.3 -0.2 0.4
H -0.354193 1.602367 -2.322098 -1.1 1.0 0.0
H 2.381646 -0.599025 -1.328031 0.0 -3.0 -0.5
H -2.522427 0.667249 0.788934 2.1 0.7 -1.1
H 0.837985 -1.381230 1.152787 -0.1 0.6 -0.8
H -0.663498 -1.922794 0.231844 1.0 2.4 1.5
H 0.257920 1.049269 1.011831 0.3 0.2 -0.2
H 1.305108 1.607362 -2.704460 -0.8 -0.5 2.3
H -0.288017 -0.336917 2.970018 -1.0 -0.7 0.0
H -1.623162 2.101299 -0.067461 -0.1 -1.1 0.5
H 0.051988 -0.455675 -1.524713 1.1 1.2 0.4
H -0.546483 -2.089784 2.768759 0.4 -1.0 0.6
H 0.782249 2.272445 -1.097286 0.2 2.4 1.2
```
Forces are in eV/Å.

2 unconnected molecules or ions with the total composition C5H15NO at a distorted geometry, computed with ωB97M-V/def2-TZVPD.

The HOMO energy is -8.83 eV. Its SMILES is CCN(C)CC.O. The total energy comes out at -8964.985 eV. For the lowest unoccupied orbital energy, the calculation gives 0.9 eV. The relative energy (zero: lowest compared OMol25 entry of this formula, charge and spin) is 1.374 eV. The total charge is 0. The value obtained for the HOMO-LUMO gap is 9.711 eV. The value obtained for the largest force on an atom is 1.86 eV Å⁻¹.

```
22
Properties=species:S:1:pos:R:3:forces:R:3
O -1.423247 -1.837792 -2.477975 -0.2 -0.9 -1.6
N 0.427949 0.449670 0.724772 0.1 -1.0 -0.5
C -0.982893 2.161511 1.752151 -0.9 0.1 -0.2
C 1.099272 0.150183 -0.544781 0.2 0.1 -0.6
C -0.528071 1.503765 0.465997 -0.4 1.3 -0.5
C -0.196862 -0.816190 1.184867 0.6 0.9 -0.6
C 2.021279 -1.063316 -0.721994 0.1 0.6 0.3
H -0.699187 -1.252545 0.314534 -0.4 -0.4 0.1
H 2.258262 -1.050811 -1.785221 0.0 -0.3 0.0
H 0.360586 0.042518 -1.359609 -0.3 0.1 0.1
H 0.624416 -1.465102 1.471545 -0.2 -0.2 0.2
H -1.828753 2.839289 1.586166 -0.1 -0.3 -0.2
H -0.898433 -0.694820 2.003244 0.1 0.1 0.1
H -0.165674 2.247046 -0.265547 0.9 -0.1 0.6
H -0.257191 2.792991 2.255885 0.5 -0.5 0.1
H 1.686902 1.028049 -0.805626 0.0 0.2 0.0
H -1.419052 1.244870 -0.137561 -0.2 -1.0 0.4
H -1.344653 -1.208934 -1.785578 0.1 0.4 1.2
H -1.447265 -2.746466 -2.157064 0.0 0.5 0.4
H 1.578190 -2.021261 -0.461074 0.0 0.0 -0.1
H 2.972182 -0.938685 -0.202478 -0.1 -0.1 0.2
H -1.346232 1.335123 2.365124 0.1 0.4 0.5
```
Forces are in eV/Å.

2 unconnected molecules or ions with the total composition C5H15NO at a distorted geometry, computed with ωB97M-V/def2-TZVPD.

The HOMO energy is -9.69 eV. Its SMILES is CC(C)[C@H](C)N.O. The total energy comes out at -8965.188 eV. For the lowest unoccupied orbital energy, the calculation gives 1.0 eV. The relative energy (zero: lowest compared OMol25 entry of this formula, charge and spin) is 1.171 eV. The total charge is 0. The value obtained for the HOMO-LUMO gap is 10.643 eV. The value obtained for the largest force on an atom is 2.63 eV Å⁻¹.

```
22
Properties=species:S:1:pos:R:3:forces:R:3
O -3.005348 0.146732 0.096389 -0.8 1.3 -1.7
N -0.610136 0.962486 -1.294331 1.1 0.2 1.5
C -0.047717 -0.421710 -0.807145 0.5 1.6 -1.9
C 0.360663 -0.432944 0.670253 2.3 -0.4 1.3
C -0.537218 -0.204395 1.923138 0.3 1.4 -0.4
C 1.646859 0.411231 0.973066 -1.5 0.5 1.2
C 1.132843 -0.822655 -1.798344 -0.3 1.9 -0.5
H 1.678217 -1.717022 -1.575861 0.1 -0.7 0.5
H -3.876161 0.603294 -0.110492 1.7 -0.9 0.3
H -0.860450 -1.113599 -0.944395 -0.3 -0.4 0.0
H 0.739739 -1.460062 0.800501 -0.4 -0.1 -0.2
H 2.487401 0.139665 0.395677 0.9 -0.2 -0.7
H -2.368557 0.462955 -0.635997 -1.1 -0.3 1.3
H -0.184800 1.408192 -2.147510 -0.3 -1.3 1.1
H -1.511767 -0.614623 1.812066 -0.9 -0.2 -0.1
H 1.366263 1.454176 0.780765 0.5 0.1 0.1
H -0.634123 0.905918 2.227256 0.1 -1.7 -0.6
H 1.900099 0.018611 -1.791547 -0.9 -1.0 -0.1
H -0.343531 1.610184 -0.511068 -0.6 -0.6 -1.1
H 1.931869 0.348533 2.069501 -0.4 0.0 -1.3
H -0.043442 -0.740870 2.740531 0.0 0.3 -0.1
H 0.779296 -0.944087 -2.872447 0.1 0.3 1.4
```
Forces are in eV/Å.

Question: Look up the largest force on an atom of the third one.
Answer: 4.28 eV Å⁻¹